(1)
Below is one molecule with the formula C25H31NO4, with properties calculated with ωB97M-V with the def2-TZVPD basis set.

HOMO level: -8.18 eV
Energy above the lowest of the compared OMol25 structures with the same formula, charge and spin: 3.1 kcal/mol
LUMO energy: 0.38 eV
Charge: 0
Kohn-Sham gap: 0.3145 Ha
2S+1: 1
SMILES: CC1=C(C(=O)OC[C@H]2CCCO2)[C@H](c2ccc(C)cc2)C2=C(CC(C)(C)CC2=O)N1

XYZ file:
```
61
Properties=species:S:1:pos:R:3:forces:R:3:mulliken_charge:R:1
C -1.968 3.231 1.026 -0.084 0.034 -0.175 -1.82
C -1.173 1.968 0.961 -0.022 0.078 -0.513 0.45
C -0.802 1.301 -0.155 0.314 -0.194 0.461 -1.26
C -1.157 1.746 -1.506 -0.395 0.620 -0.077 0.84
O -1.740 2.771 -1.801 0.116 -0.178 -0.101 -0.72
O -0.754 0.853 -2.426 0.293 -0.095 0.306 0.03
C -1.049 1.123 -3.786 -0.083 0.325 -0.898 -1.03
C 0.179 1.604 -4.586 -0.541 0.159 0.349 0.33
C 0.981 2.687 -3.848 -0.088 -0.094 -0.162 -0.87
C 2.055 1.885 -3.099 0.028 -0.116 -0.056 -0.27
C 1.971 0.478 -3.723 0.320 -0.156 0.274 0.09
O 1.098 0.566 -4.834 -0.011 -0.091 -0.204 -0.53
C -0.068 -0.022 -0.063 0.000 -0.100 0.148 0.79
C -1.013 -1.169 -0.363 0.038 -0.106 -0.081 0.54
C -0.667 -2.157 -1.273 -0.037 -0.017 0.021 0.27
C -1.528 -3.207 -1.529 -0.048 0.006 0.024 -1.02
C -2.756 -3.299 -0.884 -0.018 -0.008 0.037 1.10
C -3.686 -4.436 -1.184 0.017 0.024 -0.048 -1.47
C -3.095 -2.312 0.030 -0.036 -0.075 -0.011 -1.25
C -2.234 -1.261 0.290 0.120 0.040 -0.049 -0.21
C 0.534 -0.231 1.308 -0.335 0.506 -0.334 -1.15
C 0.116 0.487 2.371 0.298 -0.340 -0.156 0.64
C 0.613 0.262 3.764 0.123 -0.136 -0.017 -1.54
C 2.020 -0.353 3.774 -0.004 0.000 0.158 1.95
C 2.379 -0.787 5.197 -0.119 0.066 -0.269 -2.14
C 3.045 0.672 3.285 -0.138 -0.124 0.019 -1.79
C 2.011 -1.570 2.845 0.130 0.011 -0.093 -1.39
C 1.581 -1.236 1.428 0.226 -0.134 0.516 1.26
O 2.078 -1.788 0.465 -0.078 0.053 -0.048 -0.65
N -0.799 1.495 2.203 -0.140 0.094 0.238 0.05
H -1.356 4.036 1.434 0.045 0.053 0.065 0.37
H -2.305 3.516 0.036 -0.012 0.033 0.114 0.42
H -2.830 3.092 1.677 -0.054 -0.013 0.103 0.38
H -1.405 0.182 -4.215 0.026 0.085 0.065 0.28
H -1.834 1.885 -3.838 0.109 -0.168 -0.038 0.46
H -0.186 1.939 -5.562 -0.022 -0.007 0.115 0.50
H 1.438 3.358 -4.574 -0.026 0.003 0.009 0.36
H 0.349 3.274 -3.185 -0.002 0.072 -0.010 0.33
H 1.850 1.843 -2.031 0.038 0.002 0.041 -0.10
H 3.042 2.321 -3.241 0.004 0.004 0.054 0.49
H 2.932 0.119 -4.098 -0.059 -0.003 0.077 0.39
H 1.581 -0.248 -3.000 0.081 0.043 -0.041 -0.32
H 0.742 -0.056 -0.799 -0.108 0.002 0.105 0.27
H 0.286 -2.109 -1.776 0.136 0.044 -0.048 0.37
H -1.246 -3.969 -2.242 0.040 -0.090 -0.080 0.40
H -4.074 -4.348 -2.198 -0.076 -0.062 -0.043 0.30
H -3.162 -5.388 -1.111 -0.034 -0.093 0.001 0.36
H -4.527 -4.445 -0.494 -0.068 -0.049 0.018 0.35
H -4.044 -2.364 0.546 -0.090 -0.026 0.038 0.32
H -2.519 -0.503 1.005 -0.034 0.098 0.075 0.29
H -0.078 -0.420 4.272 -0.028 0.033 0.049 0.30
H 0.615 1.204 4.319 -0.016 0.026 0.027 0.57
H 3.375 -1.222 5.219 0.131 -0.055 0.023 0.43
H 2.364 0.066 5.872 0.011 0.099 0.109 0.43
H 1.674 -1.530 5.565 -0.080 -0.095 0.067 0.43
H 4.038 0.230 3.265 0.138 -0.040 -0.003 0.44
H 2.805 1.011 2.280 0.048 0.099 -0.097 0.34
H 3.070 1.535 3.947 0.015 0.109 0.068 0.43
H 1.304 -2.314 3.224 -0.031 -0.059 0.042 0.39
H 2.996 -2.037 2.806 -0.011 -0.020 -0.026 0.40
H -1.066 2.041 3.009 0.082 -0.074 -0.137 0.37
```
Forces are in eV/Å.



(2)
Below is one molecule with the formula C25H31NO5 at a distorted geometry, with properties calculated with ωB97M-V with the def2-TZVPD basis set.

HOMO level: -7.51 eV
Energy above the lowest of the compared OMol25 structures with the same formula, charge and spin: 78.7 kcal/mol
LUMO energy: 0.75 eV
Charge: 0
Kohn-Sham gap: 0.3034 Ha
2S+1: 1
SMILES: CCOC(=O)C(C(=O)OCC)(c1ccc(OC)cc1)[C@H](c1ccccc1)N1CCCC1

XYZ file:
```
62
Properties=species:S:1:pos:R:3:forces:R:3:mulliken_charge:R:1
C -3.023 -2.205 2.926 -0.438 0.035 0.436 -1.15
C -1.975 -2.536 1.891 0.155 0.621 0.019 -0.24
O -1.374 -1.269 1.518 0.071 -0.591 -0.026 -0.24
C -0.609 -1.196 0.438 0.963 -0.920 0.816 -1.05
O -0.386 -2.073 -0.378 -0.081 0.192 1.917 -0.61
C 0.056 0.183 0.284 1.206 -2.767 4.669 3.26
C -0.506 1.276 1.372 -0.770 -0.358 0.000 -0.38
O 0.124 2.076 2.023 0.533 -0.681 -1.171 -0.60
O -1.831 1.202 1.579 0.404 0.851 -0.522 -0.24
C -2.307 2.407 2.236 0.190 -0.656 0.436 -0.33
C -3.760 2.184 2.438 -0.823 0.104 0.190 -1.06
C 1.513 0.117 0.760 0.028 -0.039 -0.881 -0.81
C 2.226 1.343 0.686 0.284 -0.958 0.421 0.52
C 3.489 1.409 1.238 0.166 -0.628 0.475 -1.35
C 4.078 0.216 1.758 -0.608 -0.229 -0.314 0.73
O 5.334 0.365 2.246 0.554 -0.332 0.384 -0.45
C 6.075 -0.782 2.710 -0.365 0.517 -0.266 -0.82
C 3.395 -1.020 1.725 0.606 0.543 0.362 -0.94
C 2.093 -1.061 1.229 -0.206 0.732 -0.091 -0.30
C -0.191 0.380 -1.125 -0.723 2.643 -3.604 -0.37
C -1.567 -0.145 -1.523 -0.358 -0.012 -0.793 0.16
C -1.809 -1.286 -2.350 0.220 0.725 -0.014 -0.60
C -3.096 -1.504 -2.804 -0.596 0.105 -0.132 -0.99
C -4.166 -0.761 -2.277 0.076 0.192 -0.084 -0.66
C -3.924 0.237 -1.333 -1.472 -0.210 -0.568 -0.97
C -2.641 0.571 -1.032 1.308 0.833 0.039 0.11
N 0.734 0.099 -2.188 0.368 -1.405 -1.106 0.26
C 0.285 0.267 -3.606 -0.584 -0.102 0.595 -0.58
C 1.516 0.704 -4.409 -0.246 0.229 0.346 -0.58
C 2.707 0.526 -3.486 0.141 -0.890 1.001 -0.75
C 2.135 0.400 -2.064 0.140 0.506 0.290 -0.05
H -3.617 -3.089 3.149 -0.046 -0.145 -0.081 0.44
H -2.606 -1.882 3.892 0.140 0.012 -0.449 0.30
H -3.713 -1.428 2.586 0.158 -0.091 -0.118 0.23
H -1.171 -3.103 2.369 -0.177 -0.394 -0.460 0.24
H -2.394 -3.003 0.986 0.309 -0.034 0.428 0.32
H -1.783 2.446 3.191 -0.054 0.446 -0.054 0.36
H -2.068 3.299 1.630 -0.038 -0.426 0.217 0.28
H -4.210 3.068 2.884 -0.134 0.163 -0.104 0.46
H -4.257 1.948 1.499 -0.115 0.100 -0.055 0.15
H -3.953 1.367 3.132 0.146 -0.135 -0.038 0.26
H 1.810 2.187 0.120 0.093 -0.268 0.899 0.62
H 4.001 2.367 1.378 0.033 -0.519 -0.366 0.40
H 7.052 -0.390 2.994 -0.144 -0.045 -0.066 0.24
H 5.609 -1.235 3.596 -0.027 0.036 -0.266 0.32
H 6.201 -1.519 1.904 -0.133 0.118 0.232 0.33
H 3.846 -1.920 2.164 -0.149 0.464 -0.371 0.40
H 1.538 -2.009 1.182 0.338 0.525 0.142 0.50
H -0.176 1.458 -0.990 -1.058 1.419 -1.450 0.85
H -1.022 -1.978 -2.688 -0.293 0.789 0.347 0.75
H -3.283 -2.209 -3.633 0.110 0.181 0.774 0.39
H -5.169 -0.901 -2.668 0.069 -0.142 0.172 0.41
H -4.722 0.845 -0.899 0.011 -0.343 -0.305 0.38
H -2.409 1.466 -0.442 -0.437 -0.569 -0.420 0.39
H -0.549 0.998 -3.689 0.452 -0.204 0.112 0.28
H -0.132 -0.681 -4.008 0.343 0.516 0.233 0.30
H 1.421 1.752 -4.688 -0.040 0.013 -0.182 0.25
H 1.613 0.095 -5.300 0.019 0.122 -0.245 0.36
H 3.215 -0.419 -3.669 0.210 0.082 -0.399 0.29
H 3.429 1.340 -3.506 0.038 -0.092 -0.242 0.37
H 2.636 -0.341 -1.422 0.112 0.107 -0.488 0.19
H 2.265 1.345 -1.537 0.125 0.263 -0.222 0.03
```
Forces are in eV/Å.



(3)
Below is C25H32AsAuF3N3SSb as an isolated structure at a distorted geometry, with properties calculated with ωB97M-V with the def2-TZVPD basis set.

HOMO level (spin up / spin down): -16.91 / -16.94 eV
LUMO energy (spin up / spin down): -12.63 / -12.65 eV
Charge: +3
Kohn-Sham gap (spin up / spin down): 0.1573 / 0.1577 Ha
2S+1: 1

XYZ file:
```
67
Properties=species:S:1:pos:R:3:forces:R:3:mulliken_charge:R:1
Au -1.672 1.034 0.109 0.052 0.583 0.072 0.31
N -0.877 0.913 2.830 0.237 -0.150 -0.011 -0.46
N -0.817 2.277 3.141 0.064 0.344 0.223 -0.06
C -0.408 3.182 2.253 -0.006 -0.625 0.746 0.73
N -0.353 4.462 2.580 0.087 0.036 -0.011 -0.40
S 0.103 2.698 0.678 0.350 -0.620 -1.313 -0.49
H -1.482 0.435 3.490 -0.075 0.171 -0.042 0.30
H 0.047 0.476 2.857 -0.214 0.280 0.209 0.17
H -1.103 2.589 4.068 0.083 -0.226 -0.169 0.21
H -0.606 4.818 3.494 -0.045 -0.107 -0.075 0.22
H 0.013 5.135 1.921 -0.057 -0.048 -0.051 0.23
F 8.599 1.049 0.038 -0.521 -0.008 -0.066 -0.23
C 7.295 0.890 -0.020 -0.035 -0.007 0.061 0.24
C 6.682 0.671 -1.256 0.048 -0.165 -0.040 -0.61
C 5.313 0.511 -1.312 0.062 0.471 -0.624 -0.30
C 4.572 0.552 -0.136 -1.452 0.112 0.261 0.64
C 5.180 0.791 1.093 0.320 0.377 0.578 -0.58
C 6.549 0.953 1.161 -0.140 -0.127 0.104 -0.63
Sb 2.412 0.336 -0.238 1.261 -2.420 -0.249 1.44
C 2.040 -1.402 1.027 0.004 1.242 -0.255 0.50
C 1.463 -2.534 0.467 -0.321 0.025 -0.385 -0.33
C 1.302 -3.671 1.237 0.149 -0.111 0.137 -0.63
C 1.705 -3.649 2.570 -0.158 0.011 -0.090 0.21
F 1.536 -4.728 3.313 0.062 0.275 -0.195 -0.26
C 2.253 -2.507 3.148 0.077 0.007 0.023 -0.70
C 2.410 -1.377 2.367 0.062 0.116 0.331 -0.60
C 2.030 -0.435 -2.236 -0.328 0.780 0.417 -0.09
C 2.738 -1.559 -2.650 0.249 -0.044 0.445 -0.11
C 2.515 -2.074 -3.913 -0.197 0.060 -0.306 -0.76
C 1.607 -1.435 -4.756 -0.034 0.192 0.276 0.24
F 1.393 -1.920 -5.965 0.072 0.035 0.164 -0.27
C 0.914 -0.294 -4.355 0.167 -0.283 -0.110 -0.61
C 1.125 0.198 -3.081 -0.071 0.189 0.135 -0.62
H 7.284 0.652 -2.151 0.074 -0.113 -0.088 0.49
H 4.831 0.352 -2.266 0.030 0.112 -0.117 0.48
H 4.593 0.853 2.000 0.095 0.075 0.032 0.25
H 7.046 1.139 2.102 0.053 -0.061 0.026 0.48
H 1.161 -2.544 -0.571 -0.117 -0.045 -0.015 0.49
H 0.874 -4.573 0.824 0.009 -0.062 -0.036 0.51
H 2.551 -2.522 4.186 0.039 -0.023 0.041 0.50
H 2.840 -0.487 2.805 0.019 -0.004 0.121 0.34
H 3.455 -2.036 -1.996 0.047 -0.123 -0.029 0.60
H 3.032 -2.959 -4.254 0.051 -0.023 -0.023 0.47
H 0.238 0.190 -5.044 -0.066 0.007 -0.031 0.52
H 0.590 1.078 -2.750 -0.064 0.058 -0.097 0.44
C -4.672 1.962 1.747 0.081 -0.082 -0.156 -0.94
C -4.821 0.493 1.343 -0.202 -0.050 -0.006 -0.65
As -3.847 0.058 -0.300 0.296 -0.455 -0.087 0.33
C -4.881 0.771 -1.803 -0.035 0.053 -0.019 -0.52
C -4.408 2.161 -2.216 0.100 -0.108 0.105 -1.15
C -3.828 -1.898 -0.515 -0.287 0.368 0.044 -0.46
C -5.258 -2.415 -0.409 -0.038 -0.288 -0.009 -1.16
H -5.000 2.102 2.775 -0.060 0.013 0.005 0.37
H -5.282 2.606 1.114 0.078 0.061 0.002 0.34
H -3.628 2.288 1.668 -0.111 0.053 0.056 0.01
H -5.879 0.259 1.177 0.219 -0.103 0.065 0.53
H -4.444 -0.160 2.138 -0.047 -0.048 -0.241 0.37
H -5.933 0.791 -1.488 0.265 -0.122 -0.045 0.48
H -4.783 0.078 -2.648 -0.036 -0.010 0.314 0.44
H -4.475 2.867 -1.387 0.016 0.057 -0.065 0.28
H -5.020 2.531 -3.034 -0.044 0.064 -0.030 0.39
H -3.372 2.119 -2.560 -0.030 0.102 0.016 0.24
H -3.178 -2.341 0.245 -0.043 0.166 -0.078 0.38
H -3.404 -2.110 -1.503 0.016 0.135 0.162 0.40
H -5.673 -2.247 0.587 -0.015 0.000 -0.107 0.32
H -5.276 -3.491 -0.593 -0.046 0.058 0.019 0.38
H -5.910 -1.949 -1.152 0.003 -0.028 0.082 0.33
```
Forces are in eV/Å.



(4)
Below is C25H32BF4N2O2PPtSi as an isolated structure at a distorted geometry, with properties calculated with ωB97M-V with the def2-TZVPD basis set.

HOMO level (spin up / spin down): -7.86 / -9.33 eV
Energy above the lowest of the compared OMol25 structures with the same formula, charge and spin: 0.0 kcal/mol
LUMO energy (spin up / spin down): 0.10 / -2.91 eV
Charge: 0
Kohn-Sham gap (spin up / spin down): 0.2927 / 0.2358 Ha
2S+1: 5

XYZ file:
```
69
Properties=species:S:1:pos:R:3:forces:R:3:mulliken_charge:R:1
Pt -0.184 0.241 0.631 1.119 0.072 0.116 2.65
C 1.333 1.485 4.676 0.035 -0.032 0.009 -1.55
C 1.318 1.001 3.253 0.068 0.092 0.060 1.04
O 0.245 0.575 2.803 -0.164 -0.018 0.175 -0.82
C 2.580 1.084 2.555 -0.125 -0.061 0.167 -0.79
C 2.879 0.978 1.232 0.085 0.054 -0.322 0.68
C 4.283 1.235 0.767 -0.069 -0.017 -0.022 -1.51
N 1.949 0.731 0.264 -0.501 -0.123 0.308 0.09
N 2.310 0.812 -0.971 0.246 0.020 -0.370 -0.48
C 1.316 0.713 -1.896 0.203 0.003 -0.117 0.25
O 0.107 0.564 -1.630 -0.182 -0.094 -0.019 -0.95
C 1.748 0.805 -3.313 -0.021 -0.008 0.094 0.43
C 3.084 0.983 -3.666 0.029 0.034 0.036 -0.20
C 3.440 1.056 -5.004 -0.020 -0.009 -0.006 -0.70
C 2.467 0.953 -5.991 0.025 0.006 0.022 -0.38
C 1.135 0.778 -5.640 0.008 -0.003 -0.008 -0.71
C 0.777 0.703 -4.304 -0.055 -0.007 -0.076 -0.37
H 0.355 1.342 5.127 0.010 -0.006 -0.005 0.34
H 1.593 2.546 4.679 -0.008 -0.026 -0.025 0.32
H 2.091 0.945 5.248 -0.020 0.043 -0.018 0.41
H 3.413 1.363 3.184 -0.004 0.005 0.050 0.33
H 4.958 1.273 1.619 -0.015 0.018 -0.017 0.45
H 4.302 2.193 0.244 0.010 -0.007 -0.010 0.30
H 4.605 0.462 0.071 0.003 0.015 0.013 0.36
H 3.830 1.073 -2.888 -0.022 -0.010 -0.027 0.45
H 4.478 1.196 -5.279 -0.023 -0.002 0.016 0.40
H 2.749 1.011 -7.035 -0.007 0.000 0.028 0.38
H 0.377 0.700 -6.409 0.014 0.000 0.022 0.40
H -0.255 0.563 -4.011 0.022 -0.003 -0.018 0.39
F 0.443 2.796 0.797 0.080 0.171 -0.038 -0.29
B 1.132 4.044 1.155 0.045 -0.045 0.040 0.10
F 2.434 3.962 0.665 -0.240 0.003 0.113 -0.34
F 1.108 4.111 2.558 0.011 -0.013 -0.217 -0.41
F 0.405 5.079 0.574 0.105 -0.161 0.124 -0.34
C -2.015 2.847 -0.830 0.018 0.033 -0.040 -1.20
P -2.032 1.724 0.584 -0.356 -0.003 -0.078 0.73
C -2.232 2.751 2.055 0.019 -0.025 0.089 -1.33
C -3.593 0.802 0.436 0.021 -0.160 -0.034 0.79
C -3.594 -0.584 0.282 -0.058 0.116 0.012 -0.30
C -4.792 -1.275 0.156 -0.014 0.038 0.005 -0.79
C -5.996 -0.587 0.181 0.009 0.000 0.001 -0.40
C -6.003 0.794 0.331 -0.014 0.008 -0.001 -0.83
C -4.809 1.485 0.458 0.010 0.013 0.002 -0.47
H -2.977 3.360 -0.886 0.026 0.007 -0.027 0.48
H -1.849 2.269 -1.739 -0.023 0.008 0.017 0.26
H -1.209 3.568 -0.700 -0.034 -0.015 0.009 0.29
H -3.177 3.293 1.983 0.021 0.019 0.040 0.50
H -1.403 3.452 2.124 -0.010 -0.004 -0.011 0.33
H -2.240 2.116 2.940 -0.020 -0.005 -0.025 0.30
H -2.659 -1.128 0.260 0.046 -0.026 0.001 0.19
H -4.783 -2.351 0.038 0.011 0.022 0.001 0.43
H -6.930 -1.124 0.083 0.013 0.005 0.002 0.38
H -6.942 1.334 0.350 0.017 -0.012 -0.001 0.39
H -4.831 2.563 0.572 -0.009 -0.022 -0.005 0.25
C -0.568 -5.404 -1.010 -0.101 -0.043 -0.164 -0.91
Si 0.326 -4.779 0.494 -0.008 0.025 0.002 -0.11
C 2.142 -5.151 0.374 0.205 0.025 -0.010 -0.93
C -0.402 -5.486 2.049 -0.079 -0.061 0.173 -0.93
C 0.125 -2.953 0.558 -0.016 0.179 0.002 1.83
C -0.005 -1.735 0.599 -0.300 0.050 -0.047 -1.61
H -0.499 -6.493 -1.083 -0.009 0.046 -0.006 0.30
H -0.133 -4.972 -1.915 -0.044 -0.035 0.027 0.29
H -1.625 -5.130 -0.980 0.049 -0.028 -0.016 0.29
H 2.319 -6.229 0.332 -0.006 0.045 0.001 0.31
H 2.678 -4.749 1.238 -0.009 -0.034 -0.057 0.30
H 2.565 -4.699 -0.527 0.006 -0.039 0.058 0.30
H -0.344 -6.577 2.057 -0.004 0.047 0.005 0.31
H -1.452 -5.197 2.148 0.045 -0.033 0.017 0.29
H 0.134 -5.107 2.923 -0.046 -0.033 -0.021 0.30
```
Forces are in eV/Å.